Computed, not measured: a structure of composition C31H28F2N2PSTl, with ωB97M-V/def2-TZVPD.

**HOMO-LUMO gap**: 8.2 eV
**ΔE to the lowest compared entry with this formula, charge and spin**: 0.0 kcal per mole
**Maximum force**: 0.694 eV Å⁻¹
**Multiplicity**: 1
**Charge**: +2
**LUMO**: -5.96 eV
**E**: -65820.5213 eV

```
66
Properties=species:S:1:pos:R:3:forces:R:3
Tl -0.776869 -0.299096 -0.121655 -0.1755 -0.2571 0.2898
F -3.774600 -4.878064 0.008221 -0.0139 0.0174 0.0021
C -3.764660 -3.550736 0.042261 0.0803 0.0096 0.0085
C -2.548249 -2.883586 -0.020915 -0.0985 -0.0297 0.0258
C -2.569764 -1.504450 0.021075 0.5351 0.2717 -0.3491
C -3.741808 -0.742881 0.114191 -0.0914 -0.1034 0.0248
C -4.922849 -1.488380 0.165049 -0.0512 0.0160 0.0361
F -6.110442 -0.879240 0.255813 0.0287 -0.0121 0.0112
C -4.956017 -2.868094 0.131700 -0.1268 -0.0541 -0.0037
C -3.691858 0.747695 0.163979 -0.0555 -0.0580 0.0035
C -4.812219 1.575584 0.194810 -0.0942 0.0884 -0.0130
C -4.649421 2.950281 0.233059 -0.0027 -0.0265 -0.0033
C -3.375766 3.498234 0.232537 0.0173 0.0131 0.0047
C -2.309537 2.627501 0.197545 -0.0339 -0.0029 0.0288
N -2.467609 1.299999 0.176066 0.2401 0.1283 -0.0573
H -1.634575 -3.457016 -0.098249 -0.0186 -0.0080 -0.0219
H -5.904269 -3.386147 0.175164 0.0184 -0.0122 0.0042
H -5.806243 1.164461 0.182489 0.0363 -0.0196 0.0061
H -5.522324 3.589251 0.258241 0.0125 -0.0028 -0.0071
H -3.211541 4.565943 0.253392 -0.0081 -0.0106 0.0026
H -1.289076 2.992548 0.184844 -0.0052 -0.0052 -0.0147
N -0.659323 -0.133123 2.497588 0.0665 0.0770 0.2845
C 0.671357 -0.037797 3.061423 0.0262 -0.0267 0.0496
C 0.858017 -0.002345 4.437095 0.0225 0.0089 0.0427
C 2.132340 0.091015 4.973437 -0.0184 0.0032 0.0229
C 3.244474 0.159308 4.142938 0.0167 -0.0050 -0.0303
C 3.072968 0.133076 2.771707 -0.0279 0.0265 0.0528
C 1.788726 0.025260 2.226862 0.0050 -0.0056 -0.1046
P 1.671942 -0.017550 0.439311 -0.5205 -0.0312 -0.1112
C 2.367185 1.500849 -0.206584 -0.0418 -0.0058 -0.0662
C 1.804112 2.685660 0.278922 0.0799 0.0012 -0.0801
C 2.269772 3.903192 -0.183557 0.0058 -0.0225 -0.0194
C 3.284696 3.938103 -1.137225 -0.0403 0.0153 0.0317
C 3.834978 2.761901 -1.621764 0.0287 -0.0049 -0.0366
C 3.378046 1.533711 -1.160219 0.0459 -0.0811 0.0394
C 2.392044 -1.526976 -0.202400 0.0045 0.0250 -0.1093
C 2.830268 -2.536161 0.650754 0.0644 0.0290 -0.0300
C 3.187300 -3.768736 0.119267 0.0254 -0.0069 0.0073
C 3.102183 -3.993090 -1.246195 -0.0131 0.0148 0.0085
C 2.680733 -2.978806 -2.101494 0.0207 -0.0069 0.0049
C 2.314340 -1.750626 -1.582443 0.0491 0.0353 0.0204
H -1.209590 0.668013 2.796414 -0.0234 0.0324 -0.0206
H -1.135358 -0.942234 2.888217 -0.0146 -0.0602 -0.0581
H -0.002349 -0.046363 5.094143 0.0002 -0.0052 -0.0176
H 2.258156 0.115648 6.048023 -0.0018 -0.0035 -0.0201
H 4.237103 0.233160 4.565228 -0.0023 0.0118 -0.0102
H 3.934262 0.195358 2.115778 0.0051 0.0090 0.0220
H 1.021718 2.648266 1.031218 0.0387 0.0391 0.0269
H 1.854415 4.825328 0.200028 -0.0037 -0.0011 -0.0039
H 3.649806 4.890717 -1.497244 -0.0021 -0.0059 0.0054
H 4.628230 2.798746 -2.356453 -0.0027 -0.0130 0.0119
H 3.818033 0.614277 -1.528409 0.0058 0.0345 0.0093
H 2.897668 -2.366365 1.717323 -0.0332 -0.0319 -0.0024
H 3.534056 -4.554272 0.777009 -0.0198 0.0007 -0.0013
H 3.358888 -4.963629 -1.649176 0.0510 0.0223 -0.0046
H 2.640597 -3.153245 -3.168515 -0.0249 0.0045 0.0091
H 1.974257 -0.957770 -2.242680 -0.0189 -0.0516 -0.0022
C 0.367063 1.073260 -3.724187 -0.0852 -0.0028 0.0345
S -1.118790 0.597362 -2.806796 0.0892 0.0074 0.0843
C -1.679276 -0.851710 -3.734015 0.0129 0.0720 0.0089
H 0.076637 1.695056 -4.567432 0.0321 -0.0238 -0.0316
H 0.885531 0.184347 -4.078527 0.0423 0.0272 0.0198
H 1.011783 1.644987 -3.057734 -0.0153 0.0082 -0.0171
H -0.820993 -1.427212 -4.074190 -0.0256 -0.0465 0.0327
H -2.273551 -0.522886 -4.582724 0.0164 -0.0284 -0.0218
H -2.294785 -1.459488 -3.072335 -0.0124 0.0228 -0.0083
```
Positions in Å, forces in eV/Å.

Results of the Mulliken charge analysis, in e, for atoms 1 through 5: Tl 2.1502; F -0.3053; C 0.1356; C -0.9061; C 0.3316